# 1
{
  "formula": "C5H8ClN2",
  "method": "the ωB97M-V functional and the def2-TZVPD basis",
  "max_force_ev_per_a": 4.502,
  "multiplicity": 1,
  "lumo_energy_ha": [-0.16261, -0.16266],
  "de_lowest_kj_mol": 367.66,
  "e_homo_ev": [-12.127, -12.127],
  "total_charge": 1,
  "symbols": ["C", "C", "C", "C", "C", "N", "N", "Cl", "H", "H", "H", "H", "H", "H", "H", "H"],
  "coordinates": [[1.559, -1.127, 0.028], [2.541, -0.305, 0.049], [-0.709, -0.023, -0.202], [0.083, -1.098, 0.436], [1.007, 1.506, 0.294], [-0.055, 1.119, -0.426], [-1.927, -0.140, -0.772], [4.107, 0.112, -0.260], [1.682, -2.124, -0.365], [-0.336, -2.124, 0.052], [0.002, -1.177, 1.575], [1.053, 1.471, 1.307], [1.516, 2.322, -0.145], [-0.408, 1.654, -1.185], [-2.166, -1.076, -1.042], [-2.185, 0.582, -1.417]]
}

=====

# 2
{
  "formula": "C5H8ClN2",
  "method": "the ωB97M-V functional and the def2-TZVPD basis",
  "max_force_ev_per_a": 4.540,
  "multiplicity": 1,
  "lumo_energy_ha": -0.20666,
  "de_lowest_kj_mol": 237.29,
  "smiles": "C[C@H]1C=NC=[NH+][C@@H]1Cl",
  "e_homo_ev": -15.097,
  "total_charge": 1,
  "symbols": ["C", "C", "C", "N", "C", "N", "C", "Cl", "H", "H", "H", "H", "H", "H", "H", "H"],
  "coordinates": [[0.332, -1.552, 0.974], [0.015, -1.010, -0.405], [-1.257, -0.426, -0.720], [-1.731, 0.580, -0.080], [-0.999, 1.526, 0.491], [0.233, 1.599, 0.112], [0.897, 0.587, -0.538], [1.158, 1.177, -2.230], [-0.309, -1.581, 1.813], [1.167, -1.028, 1.271], [0.643, -2.573, 0.945], [0.243, -1.588, -1.262], [-1.787, -0.884, -1.492], [-1.435, 2.259, 1.107], [0.844, 2.442, 0.228], [1.987, 0.472, -0.215]]
}

=====

# 3
{
  "formula": "C5H8ClN2",
  "method": "the ωB97M-V functional and the def2-TZVPD basis",
  "max_force_ev_per_a": 9.204,
  "multiplicity": 3,
  "lumo_energy_ha": [-0.10093, -0.27510],
  "de_lowest_kj_mol": 0.00,
  "e_homo_ev": [-10.664, -14.487],
  "total_charge": 1,
  "symbols": ["C", "C", "C", "C", "C", "N", "N", "Cl", "H", "H", "H", "H", "H", "H", "H", "H"],
  "coordinates": [[-0.766, -0.528, 1.349], [-0.025, 0.587, 1.215], [0.481, 0.974, -0.188], [-0.986, -1.431, 0.148], [0.295, -1.381, -0.840], [0.536, 0.020, -1.137], [0.728, 2.262, -0.377], [0.326, 1.770, 2.377], [-1.213, -0.621, 2.345], [-1.390, -2.443, 0.605], [-1.835, -1.127, -0.432], [1.246, -1.840, -0.439], [0.026, -1.858, -1.830], [0.630, 0.195, -2.051], [0.506, 2.935, 0.388], [1.440, 2.487, -1.133]]
}

=====

# 4
{
  "formula": "C5H8ClN2P",
  "method": "the ωB97M-V functional and the def2-TZVPD basis",
  "max_force_ev_per_a": 5.197,
  "multiplicity": 1,
  "lumo_energy_ha": -0.05121,
  "de_lowest_kj_mol": 575.04,
  "e_homo_ev": -8.450,
  "total_charge": 0,
  "symbols": ["C", "C", "C", "C", "C", "N", "N", "P", "Cl", "H", "H", "H", "H", "H", "H", "H", "H"],
  "coordinates": [[0.009, -0.560, 1.221], [-0.761, -0.612, 0.014], [0.884, 0.948, -2.217], [-1.608, -1.852, 0.199], [0.087, 2.149, -0.207], [-0.913, 0.096, -1.013], [0.073, 1.079, -1.250], [1.621, -0.926, 1.370], [1.958, 2.332, -2.312], [-2.036, -1.964, -0.745], [-1.018, -2.602, 0.673], [-2.566, -1.587, 0.883], [-0.639, 1.861, 0.571], [1.177, 2.214, 0.090], [-0.075, 3.043, -0.582], [1.651, -1.568, 2.635], [2.156, -2.049, 0.669]]
}

=====

# 5
{
  "formula": "C5H8ClN5",
  "method": "the ωB97M-V functional and the def2-TZVPD basis",
  "max_force_ev_per_a": 11.322,
  "multiplicity": 1,
  "lumo_energy_ha": 0.02771,
  "de_lowest_kj_mol": 284.26,
  "e_homo_ev": -9.438,
  "total_charge": 0,
  "symbols": ["C", "C", "C", "C", "C", "H", "H", "H", "H", "H", "H", "H", "H", "N", "N", "N", "N", "N", "Cl"],
  "coordinates": [[-4.256, -0.805, -0.324], [-3.076, -0.071, 0.292], [-0.653, -0.239, 0.056], [0.714, 1.605, -0.044], [1.560, -0.404, -0.006], [-4.021, -0.894, -1.244], [-5.319, -0.055, 0.052], [-4.552, -1.785, 0.344], [-3.084, 0.874, -0.170], [-3.407, 0.061, 1.350], [-1.567, -1.804, 0.165], [-0.090, 3.328, 0.053], [1.691, 3.143, -0.178], [-1.912, -0.785, 0.026], [-0.542, 1.139, 0.011], [0.831, 2.907, -0.054], [1.836, 0.892, 0.022], [0.398, -1.042, -0.011], [2.961, -1.481, -0.010]]
}

=====

# 6
{
  "formula": "C5H8ClNS",
  "method": "the ωB97M-V functional and the def2-TZVPD basis",
  "max_force_ev_per_a": 1.078,
  "multiplicity": 1,
  "lumo_energy_ha": 0.02751,
  "de_lowest_kj_mol": 101.42,
  "e_homo_ev": -9.080,
  "total_charge": 0,
  "symbols": ["C", "C", "C", "C", "C", "H", "H", "H", "H", "H", "H", "H", "H", "N", "S", "Cl"],
  "coordinates": [[0.373, -0.206, -0.982], [-0.617, -1.145, -0.210], [-1.140, 1.056, 0.332], [0.366, 0.922, 0.061], [0.355, 0.182, 1.425], [1.684, -1.915, -1.947], [0.071, 0.159, -1.959], [-1.504, -1.381, -0.770], [-0.145, -2.059, 0.159], [-1.299, 1.826, 1.066], [-1.791, 1.130, -0.550], [0.306, 0.844, 2.295], [1.041, -0.630, 1.591], [-1.014, -0.296, 0.991], [2.054, -0.866, -1.179], [1.263, 2.379, -0.324]]
}

=====

# 7
{
  "formula": "C5H8ClOP",
  "method": "the ωB97M-V functional and the def2-TZVPD basis",
  "max_force_ev_per_a": 4.622,
  "multiplicity": 1,
  "lumo_energy_ha": 0.01923,
  "de_lowest_kj_mol": 168.30,
  "smiles": "C/C=C/[C@@H]1C[P@]1(=O)Cl",
  "e_homo_ev": -8.788,
  "total_charge": 0,
  "symbols": ["C", "C", "C", "C", "C", "P", "O", "Cl", "H", "H", "H", "H", "H", "H", "H", "H"],
  "coordinates": [[2.355, 1.334, 0.336], [1.160, 0.468, -0.100], [0.438, -0.265, 0.738], [-0.727, -1.079, 0.374], [-1.262, -1.113, -1.076], [-2.312, -0.226, 0.059], [-3.625, -0.848, 0.407], [-2.244, 1.666, -0.260], [2.037, 2.331, 0.130], [3.292, 1.134, -0.211], [2.385, 1.184, 1.433], [1.029, 0.283, -1.137], [0.800, -0.483, 1.750], [-0.831, -1.926, 0.997], [-0.885, -0.462, -1.812], [-1.608, -1.997, -1.628]]
}

=====

# 8
{
  "formula": "C5H8CsFO4",
  "method": "the ωB97M-V functional and the def2-TZVPD basis",
  "max_force_ev_per_a": 3.733,
  "multiplicity": 1,
  "lumo_energy_ha": -0.01990,
  "de_lowest_kj_mol": 88.62,
  "e_homo_ev": -7.530,
  "total_charge": 0,
  "symbols": ["C", "O", "C", "H", "H", "H", "H", "H", "C", "O", "C", "C", "O", "O", "F", "H", "H", "H", "Cs"],
  "coordinates": [[-1.231, 0.638, 0.658], [-1.125, -0.555, -0.111], [-2.593, 0.663, 1.312], [-0.433, 0.719, 1.417], [-1.103, 1.520, 0.008], [-2.482, 0.830, 2.391], [-3.218, 1.457, 0.881], [-3.110, -0.297, 1.172], [2.124, 0.190, -0.224], [0.997, -0.033, -0.888], [0.239, -1.145, -0.381], [1.141, -1.580, 0.785], [2.212, -0.625, 0.810], [2.996, 0.846, -0.744], [0.776, 0.531, -4.051], [-0.003, -1.983, -1.038], [0.634, -1.564, 1.754], [1.574, -2.568, 0.596], [2.605, 2.958, -4.347]]
}

=====

# 9
{
  "formula": "C5H8CuO5",
  "method": "the ωB97M-V functional and the def2-TZVPD basis",
  "max_force_ev_per_a": 2.557,
  "multiplicity": 1,
  "lumo_energy_ha": 0.12282,
  "de_lowest_kj_mol": 13.40,
  "e_homo_ev": -3.619,
  "total_charge": -1,
  "symbols": ["O", "C", "C", "O", "O", "C", "H", "H", "H", "H", "O", "O", "C", "C", "H", "H", "H", "H", "Cu"],
  "coordinates": [[1.267, 0.801, -0.959], [1.523, 0.784, 0.446], [1.424, -0.496, -1.519], [2.194, 1.719, 0.872], [1.836, -0.501, 0.791], [1.926, -1.336, -0.350], [2.145, -0.446, -2.345], [0.455, -0.849, -1.898], [1.272, -2.198, -0.178], [2.973, -1.643, -0.482], [-2.585, 0.905, -0.764], [-0.402, 1.071, 1.034], [-2.709, 0.516, 0.556], [-1.369, 0.064, 1.152], [-3.426, -0.330, 0.694], [-3.097, 1.339, 1.208], [-1.049, -0.848, 0.599], [-1.514, -0.238, 2.212], [-0.863, 1.687, -1.069]]
}

=====

# 10
{
  "formula": "C5H8DyO3",
  "method": "the ωB97M-V functional and the def2-TZVPD basis",
  "max_force_ev_per_a": 5.044,
  "multiplicity": 6,
  "lumo_energy_ha": [-0.13149, -0.18211],
  "e_homo_ev": [-11.883, -12.348],
  "total_charge": 1,
  "symbols": ["O", "C", "C", "H", "H", "H", "H", "O", "O", "C", "C", "C", "H", "H", "H", "H", "Dy"],
  "coordinates": [[-1.348, 0.048, 0.020], [-2.567, 0.804, -0.032], [-3.573, 0.109, 0.857], [-2.924, 0.765, -1.078], [-4.528, 0.652, 0.785], [-3.769, -0.943, 0.565], [-3.268, 0.112, 1.917], [0.953, -0.411, 0.124], [0.378, 1.730, -0.278], [2.399, -0.081, 0.110], [3.081, -1.135, -0.743], [0.043, 0.531, -0.067], [2.708, -0.237, 1.158], [4.172, -1.009, -0.664], [2.838, -2.162, -0.413], [2.814, -1.050, -1.807], [2.592, 2.280, -0.454]]
}

=====

# 11
{
  "formula": "C5H8FI",
  "method": "the ωB97M-V functional and the def2-TZVPD basis",
  "max_force_ev_per_a": 4.911,
  "multiplicity": 1,
  "lumo_energy_ha": 0.02016,
  "de_lowest_kj_mol": 84.33,
  "smiles": "C[C@@H]1[C@@H](I)[C@@]1(C)F",
  "e_homo_ev": -8.664,
  "total_charge": 0,
  "symbols": ["C", "C", "C", "I", "C", "C", "F", "H", "H", "H", "H", "H", "H", "H", "H"],
  "coordinates": [[0.759, -1.394, 0.937], [-0.255, -0.270, 0.752], [-1.309, -0.367, -0.376], [-3.380, -0.149, 0.079], [-0.221, 0.990, -0.075], [0.733, 1.338, -1.131], [-0.765, 1.970, 0.652], [1.427, -1.484, 0.064], [0.255, -2.292, 1.127], [1.315, -1.270, 1.887], [-0.628, -0.230, 1.687], [-0.999, -1.012, -1.201], [0.167, 1.521, -2.071], [1.412, 0.499, -1.453], [1.488, 2.150, -0.877]]
}

=====

# 12
{
  "formula": "C5H8FKO4",
  "method": "the ωB97M-V functional and the def2-TZVPD basis",
  "max_force_ev_per_a": 3.060,
  "multiplicity": 1,
  "lumo_energy_ha": -0.05600,
  "de_lowest_kj_mol": 285.90,
  "e_homo_ev": -6.531,
  "total_charge": 0,
  "symbols": ["C", "O", "C", "H", "H", "H", "H", "H", "C", "O", "C", "C", "O", "O", "F", "H", "H", "H", "K"],
  "coordinates": [[1.644, -0.213, 1.671], [1.124, -0.841, 0.545], [3.166, -0.312, 1.756], [1.371, 0.869, 1.688], [1.212, -0.644, 2.602], [3.546, 0.211, 2.648], [3.482, -1.365, 1.812], [3.639, 0.137, 0.869], [-2.602, 0.587, -1.833], [-1.494, 0.075, -2.290], [-0.409, -0.112, -0.827], [-1.564, 0.063, 0.149], [-2.553, 0.855, -0.530], [-3.672, 0.568, -2.429], [0.270, 1.074, -1.025], [-0.145, -1.102, -1.203], [-2.001, -0.908, 0.402], [-1.275, 0.623, 1.041], [-3.740, 0.437, -5.047]]
}